ClNO7Tl as an isolated structure at a distorted geometry, computed with the ωB97M-V functional and the def2-TZVPD basis.

Element x y z (Å)
1 Tl -23.428 -5.830 -4.819
2 N -21.374 -7.241 -2.946
3 O -22.385 -6.781 -3.399
4 O -21.085 -6.932 -1.726
5 O -20.656 -7.843 -3.721
6 Cl -22.416 -2.532 -4.742
7 O -23.082 -3.786 -4.351
8 O -20.935 -2.622 -4.814
9 O -22.786 -2.264 -6.059
10 O -22.795 -1.486 -3.778

As for the charge: +1. Its HOMO-LUMO gap is 3.6 eV. The value obtained for the largest force on an atom is 0.1794 hartree/bohr. Its molecular weight is 365.84 Da. The energy above the lowest of the compared OMol25 structures with the same formula, charge and spin comes out at 214.83 kJ/mol. The calculation puts the HOMO energy at -0.5608 hartree. As for the multiplicity: 1. The total energy comes out at -33010.785 eV.



A 2-piece molecular cluster, C4H12 overall at a distorted geometry, computed with the ωB97M-V functional and the def2-TZVPD basis.

Element x y z (Å)
1 C 0.001 -1.075 -2.107
2 C -1.111 -0.888 -3.168
3 H 0.436 -2.098 -2.059
4 H 0.888 -0.585 -2.495
5 H -0.314 -0.682 -1.139
6 H -2.060 -0.406 -2.846
7 H -0.818 -0.240 -4.001
8 H -1.415 -1.857 -3.460
9 C 0.727 1.640 2.352
10 C 0.385 0.303 2.977
11 H 1.738 2.121 2.516
12 H 0.553 1.452 1.285
13 H 0.062 2.403 2.672
14 H -0.687 0.234 3.064
15 H 0.809 0.236 3.990
16 H 0.804 -0.559 2.420

Its HOMO-LUMO gap is 12.7 eV. The value obtained for the largest force on an atom is 0.0328 hartree/bohr. Its molecular weight is 60.14 Da. The energy above the lowest of the compared OMol25 structures with the same formula, charge and spin comes out at 60.32 kJ/mol. The calculation puts the HOMO energy at -0.4278 hartree. As for the multiplicity: 1. The total energy comes out at -4341.903 eV.



An isolated molecule of C6H11N at a distorted geometry, computed with the ωB97M-V functional and the def2-TZVPD basis.

Element x y z (Å)
1 C -0.970 -2.367 -0.383
2 N -1.469 -1.251 0.415
3 C -0.965 0.046 0.320
4 C -1.792 1.090 0.493
5 C 2.421 1.479 -0.543
6 C 1.159 1.321 0.245
7 C 0.527 0.137 0.233
8 H -0.078 -2.805 0.067
9 H -1.760 -3.104 -0.500
10 H -0.694 -1.970 -1.363
11 H -2.370 -1.344 0.844
12 H -1.422 2.075 0.720
13 H -2.839 0.845 0.370
14 H 2.502 2.368 -1.166
15 H 2.696 0.575 -1.080
16 H 3.210 1.668 0.206
17 H 0.897 2.096 0.957
18 H 0.949 -0.859 0.165

Its HOMO-LUMO gap is 8.4 eV. The value obtained for the largest force on an atom is 0.0474 hartree/bohr. Its molecular weight is 97.16 Da. The energy above the lowest of the compared OMol25 structures with the same formula, charge and spin comes out at 246.71 kJ/mol. The calculation puts the HOMO energy at -0.2777 hartree. As for the multiplicity: 1. The total energy comes out at -7887.974 eV.



C30H26Cl3N5SbSiV as an isolated structure, computed with the ωB97M-V functional and the def2-TZVPD basis.

Element x y z (Å)
1 V -0.039 0.118 0.687
2 C 0.706 -3.422 0.898
3 C -0.422 -2.907 1.729
4 C -1.198 -3.767 2.507
5 C -2.342 -3.306 3.109
6 C -2.744 -1.987 2.891
7 C -1.926 -1.162 2.148
8 N -0.759 -1.615 1.632
9 Sb -2.842 0.801 1.864
10 C -2.388 1.273 -0.220
11 C -3.485 1.632 -0.973
12 C -3.286 2.168 -2.247
13 C -2.001 2.328 -2.703
14 C -0.920 1.927 -1.911
15 C 0.476 2.070 -2.432
16 N -1.120 1.408 -0.698
17 C -1.267 2.103 2.458
18 C -1.550 3.049 3.417
19 C -0.619 4.060 3.648
20 C 0.504 4.114 2.860
21 C 0.728 3.136 1.892
22 C 1.884 3.252 0.956
23 N -0.122 2.111 1.734
24 H 0.292 -3.915 0.013
25 H 1.291 -4.154 1.450
26 H 1.373 -2.628 0.577
27 H -0.895 -4.801 2.603
28 H -2.948 -3.970 3.711
29 H -3.679 -1.628 3.301
30 H -4.487 1.526 -0.577
31 H -4.129 2.466 -2.855
32 H -1.807 2.760 -3.676
33 H 0.586 3.038 -2.923
34 H 0.691 1.307 -3.183
35 H 1.218 2.002 -1.643
36 H -2.472 3.009 3.982
37 H -0.792 4.804 4.414
38 H 1.230 4.907 2.978
39 H 2.747 3.708 1.438
40 H 1.591 3.883 0.113
41 H 2.185 2.286 0.565
42 C 4.098 -0.067 -0.833
43 C 2.959 0.130 -0.044
44 N 1.742 -0.254 -0.410
45 C 1.616 -0.918 -1.595
46 C 2.694 -1.153 -2.445
47 C 3.962 -0.696 -2.040
48 C 2.488 -1.855 -3.685
49 C 1.266 -2.316 -4.017
50 C 0.147 -2.127 -3.132
51 C -1.132 -2.655 -3.400
52 C -2.131 -2.484 -2.479
53 C -1.858 -1.765 -1.308
54 N -0.683 -1.229 -1.046
55 C 0.316 -1.425 -1.940
56 H 5.057 0.275 -0.470
57 H 3.054 0.615 0.917
58 H 4.818 -0.865 -2.682
59 H 3.336 -2.015 -4.337
60 H 1.108 -2.852 -4.944
61 H -1.306 -3.201 -4.318
62 H -3.118 -2.895 -2.635
63 H -2.632 -1.621 -0.561
64 Cl 2.782 1.408 3.338
65 Si 1.375 -0.085 2.885
66 Cl 2.593 -1.777 3.064
67 Cl 0.189 -0.156 4.585

As for the charge: +2. Its HOMO-LUMO gap (alpha / beta) is 8.0 / 7.5 eV. The value obtained for the largest force on an atom is 0.0105 hartree/bohr. Its molecular weight is 763.72 Da. The energy above the lowest of the compared OMol25 structures with the same formula, charge and spin comes out at 8.72 kJ/mol. The calculation puts the HOMO energy (alpha / beta) at -0.5149 / -0.5042 hartree. As for the multiplicity: 3. The total energy comes out at -116646.147 eV.



C14H36NO19S5Sn as an isolated structure at a distorted geometry, computed with the ωB97M-V functional and the def2-TZVPD basis.

Element x y z (Å)
1 Sn 0.256 16.333 -4.327
2 N 4.730 15.891 -0.961
3 O 3.936 16.831 -1.186
4 O 4.447 14.794 -1.453
5 O 5.823 16.039 -0.567
6 C 5.638 21.195 2.375
7 C 4.180 21.772 2.266
8 O 4.004 22.607 3.442
9 S 5.423 23.344 3.738
10 O 5.903 23.310 5.100
11 O 5.446 24.686 3.159
12 O 6.364 22.310 2.818
13 H 5.891 20.871 1.365
14 H 5.823 20.392 3.088
15 H 3.335 21.097 2.125
16 H 4.247 22.346 1.342
17 O 4.668 14.196 7.372
18 S 6.110 14.114 7.090
19 O 6.931 15.209 7.568
20 O 6.779 12.661 7.594
21 C 5.886 11.487 7.462
22 C 5.293 11.155 8.843
23 C 6.396 14.128 5.220
24 H 6.464 10.648 7.073
25 H 5.100 11.632 6.721
26 H 4.524 10.389 8.750
27 H 4.985 12.135 9.208
28 H 6.043 10.775 9.538
29 H 6.244 13.128 4.812
30 H 7.442 14.434 5.244
31 H 5.804 14.877 4.695
32 O -1.221 16.155 1.604
33 S -1.198 16.606 2.970
34 O -0.976 18.018 3.317
35 O -2.615 16.059 3.596
36 C -2.955 16.372 4.914
37 C -3.479 17.758 5.039
38 C 0.002 15.614 3.875
39 H -2.202 16.160 5.673
40 H -3.741 15.697 5.252
41 H -4.186 17.948 4.231
42 H -2.644 18.448 4.925
43 H -3.961 17.899 6.007
44 H -0.625 14.770 4.162
45 H 0.438 16.174 4.702
46 H 0.767 15.319 3.156
47 O 2.643 10.941 -5.114
48 S 3.014 9.533 -5.227
49 O 2.361 8.615 -6.147
50 O 4.657 9.345 -5.433
51 C 5.468 10.192 -4.688
52 C 6.937 9.825 -4.982
53 C 2.942 8.862 -3.514
54 H 5.129 10.218 -3.652
55 H 5.122 11.196 -4.934
56 H 7.015 9.732 -6.065
57 H 7.195 8.843 -4.587
58 H 7.546 10.659 -4.634
59 H 2.010 8.320 -3.356
60 H 2.951 9.707 -2.827
61 H 3.737 8.138 -3.332
62 O 5.954 18.156 -5.618
63 S 7.238 18.502 -6.187
64 O 7.381 18.816 -7.608
65 O 7.841 19.902 -5.434
66 C 7.487 20.154 -4.075
67 C 7.954 21.524 -3.699
68 C 8.605 17.381 -5.647
69 H 7.921 19.361 -3.465
70 H 6.400 20.073 -4.052
71 H 9.043 21.488 -3.654
72 H 7.593 21.921 -2.751
73 H 7.738 22.253 -4.480
74 H 8.256 17.010 -4.683
75 H 9.516 17.969 -5.540
76 H 8.659 16.494 -6.278

As for the charge: +1. Its HOMO-LUMO gap is 2.8 eV. The value obtained for the largest force on an atom is 0.0730 hartree/bohr. Its molecular weight is 801.48 Da. The calculation puts the HOMO energy at -0.4394 hartree. As for the multiplicity: 1. The total energy comes out at -115478.288 eV.



C11H22FInNO4Ti as an isolated structure at a distorted geometry, computed with the ωB97M-V functional and the def2-TZVPD basis.

Element x y z (Å)
1 C -0.845 3.250 2.453
2 O -0.032 2.506 1.521
3 C -0.774 2.188 0.312
4 In 0.155 0.292 -0.457
5 C 0.117 0.051 -2.712
6 O -0.628 1.026 -3.423
7 C -0.257 2.390 -3.080
8 C 2.309 0.325 0.244
9 C 2.567 -0.658 1.455
10 C 3.439 -1.896 0.988
11 F 1.378 -1.035 2.137
12 N -0.989 -1.368 0.341
13 C -2.268 -0.813 0.727
14 C -2.662 -0.894 2.254
15 O -3.043 -0.276 -0.077
16 C -1.146 -2.410 -0.604
17 C 0.065 -3.342 -1.017
18 O -2.286 -2.667 -1.245
19 H -1.717 3.777 1.981
20 H -0.187 4.058 2.897
21 H -1.122 2.561 3.296
22 H -1.864 2.073 0.597
23 H -0.650 3.083 -0.364
24 H 1.183 -0.070 -3.069
25 H -0.392 -0.978 -2.922
26 H -1.138 2.846 -2.538
27 H 0.701 2.472 -2.498
28 H -0.123 3.022 -4.008
29 H 3.005 0.183 -0.628
30 H 2.505 1.374 0.630
31 H 3.194 -0.086 2.199
32 H 2.811 -2.800 0.767
33 H 4.041 -1.564 0.103
34 H 4.166 -2.161 1.805
35 H -3.719 -1.269 2.284
36 H -2.676 0.169 2.642
37 H -1.949 -1.510 2.855
38 H 1.025 -3.016 -0.533
39 H 0.151 -3.291 -2.141
40 H -0.170 -4.408 -0.743
41 Ti -2.174 -1.134 -2.425

As for the charge: +2. Its HOMO-LUMO gap (alpha / beta) is 3.9 / 4.0 eV. The value obtained for the largest force on an atom is 0.1035 hartree/bohr. Its molecular weight is 413.98 Da. The calculation puts the HOMO energy (alpha / beta) at -0.5397 / -0.5389 hartree. As for the multiplicity: 2. The total energy comes out at -52426.064 eV.



A 2-piece molecular cluster, C3H7NO overall, computed with the ωB97M-V functional and the def2-TZVPD basis.

Element x y z (Å)
1 O 1.278 1.677 -0.605
2 C 2.136 0.934 -0.991
3 H 1.970 0.176 -1.771
4 H 3.137 0.984 -0.527
5 C -0.570 -1.014 -0.472
6 C -1.228 -0.111 0.249
7 N -1.669 -0.311 1.565
8 H -0.489 -2.004 -0.047
9 H -0.308 -0.771 -1.487
10 H -1.434 0.895 -0.088
11 H -1.104 -0.990 2.062
12 H -1.719 0.535 2.112

Its HOMO-LUMO gap is 9.2 eV. The value obtained for the largest force on an atom is 0.0173 hartree/bohr. Its molecular weight is 73.09 Da. The energy above the lowest of the compared OMol25 structures with the same formula, charge and spin comes out at 226.77 kJ/mol. The calculation puts the HOMO energy at -0.3049 hartree. As for the multiplicity: 1. The total energy comes out at -6760.400 eV.



A 2-piece molecular cluster, FH3O3SSi overall at a distorted geometry, computed with the ωB97M-V functional and the def2-TZVPD basis.

Element x y z (Å)
1 O -2.896 -1.486 -0.218
2 O -1.541 0.562 -0.871
3 O 1.345 -0.233 -0.366
4 F -2.972 0.699 1.215
5 Si 2.758 -0.068 0.112
6 S -2.891 -0.052 -0.311
7 H -0.591 0.269 -0.820
8 H 4.145 -0.180 -0.184
9 H 2.642 0.489 1.442

Its HOMO-LUMO gap is 9.4 eV. The value obtained for the largest force on an atom is 0.0490 hartree/bohr. Its molecular weight is 130.17 Da. The energy above the lowest of the compared OMol25 structures with the same formula, charge and spin comes out at 191.17 kJ/mol. The calculation puts the HOMO energy at -0.3820 hartree. As for the multiplicity: 1. The total energy comes out at -27619.807 eV.